C30H24BrN8O4S2Tl as an isolated structure, computed with ωB97M-V/def2-TZVPD.

Geometry (Å):
Tl1 -2.67 -0.69 -0.39
N1 -0.78 -5.17 0.48
C1 -1.20 -3.94 0.93
S1 -2.86 -3.72 1.24
N2 -0.19 -3.08 1.09
N3 -0.57 -1.81 1.24
C2 0.19 -1.03 1.93
C3 1.45 -1.51 2.59
C4 1.62 -1.38 3.97
C5 2.76 -1.87 4.59
C6 3.76 -2.48 3.85
C7 3.60 -2.61 2.47
C8 2.45 -2.14 1.85
C9 -0.26 0.37 2.13
C10 0.57 1.33 2.71
C11 0.08 2.60 2.95
C12 -1.23 2.91 2.60
C13 -1.97 1.92 1.97
N4 -1.50 0.69 1.73
H1 -1.43 -5.92 0.63
H2 0.20 -5.37 0.58
H3 0.84 -0.91 4.56
H4 2.87 -1.77 5.67
H5 4.65 -2.86 4.33
H6 4.37 -3.09 1.89
H7 2.31 -2.25 0.78
H8 1.59 1.08 2.97
H9 0.71 3.36 3.39
H10 -1.65 3.89 2.76
H11 -2.98 2.11 1.59
N5 4.58 -4.42 -1.44
C14 3.44 -3.85 -2.04
C15 3.45 -2.52 -2.46
C16 2.34 -1.96 -3.07
C17 1.19 -2.72 -3.26
C18 1.17 -4.05 -2.86
C19 2.30 -4.61 -2.27
S2 -0.27 -1.96 -3.95
O1 -1.27 -3.00 -3.99
O2 0.13 -1.41 -5.22
N6 -0.72 -0.93 -2.82
C20 -0.16 0.28 -2.58
N7 -0.45 0.80 -1.35
C21 0.11 1.96 -1.02
C22 0.92 2.69 -1.87
C23 1.14 2.10 -3.11
N8 0.64 0.93 -3.47
H12 5.16 -3.74 -0.99
H13 4.35 -5.16 -0.79
H14 4.34 -1.92 -2.29
H15 2.36 -0.93 -3.40
H16 0.26 -4.61 -3.00
H17 2.28 -5.65 -1.96
H18 -0.10 2.32 -0.01
H19 1.35 3.63 -1.59
H20 1.76 2.60 -3.86
Br1 -0.85 5.85 1.18
C24 -2.54 5.59 0.31
C25 -3.28 6.72 0.02
C26 -4.52 6.56 -0.58
C27 -5.01 5.28 -0.85
C28 -4.26 4.16 -0.54
C29 -2.99 4.31 0.03
C30 -4.89 2.76 -0.76
O3 -5.98 2.78 -1.37
O4 -4.30 1.77 -0.24
H21 -2.90 7.71 0.27
H22 -5.12 7.43 -0.82
H23 -5.97 5.13 -1.31
H24 -2.42 3.43 0.26

Computed properties:
energy relative to the best compared isomer or geometry (same formula, charge and spin)	0.924	eV
E	-148019.9718	eV
charge	-2

C30H24ClF3N4O2S5Sr as an isolated structure in a non-equilibrium geometry, computed with ωB97M-V/def2-TZVPD.

Geometry (Å):
Sr1 0.75 0.13 0.37
Cl1 1.63 7.26 2.54
C1 1.16 5.58 2.24
C2 1.08 4.69 3.32
C3 0.68 3.39 3.10
C4 0.35 2.91 1.80
O1 -0.10 1.71 1.64
C5 0.52 3.83 0.72
C6 0.37 3.44 -0.66
N1 0.24 2.23 -1.09
C7 0.18 1.98 -2.46
C8 0.70 2.78 -3.45
C9 0.56 2.46 -4.81
C10 -0.11 1.33 -5.21
C11 -0.62 0.45 -4.23
C12 -1.27 -0.76 -4.55
C13 -1.70 -1.59 -3.55
C14 -1.46 -1.22 -2.22
N2 -0.86 -0.11 -1.87
C15 -0.45 0.75 -2.85
C16 0.89 5.16 0.97
H1 1.36 5.02 4.31
H2 0.64 2.68 3.92
H3 0.36 4.27 -1.37
H4 1.30 3.64 -3.16
H5 1.00 3.11 -5.55
H6 -0.24 1.09 -6.26
H7 -1.41 -1.03 -5.59
H8 -2.20 -2.53 -3.78
H9 -1.75 -1.88 -1.39
H10 1.01 5.84 0.14
S1 1.33 -2.15 3.17
C17 0.60 -1.15 4.38
C18 1.28 -0.88 5.61
C19 0.71 -0.07 6.56
C20 -0.55 0.50 6.33
C21 -1.15 0.19 5.13
N3 -0.61 -0.60 4.20
H11 2.26 -1.31 5.75
H12 1.24 0.14 7.48
H13 -1.02 1.15 7.04
H14 -2.12 0.61 4.87
S2 4.20 3.47 -1.24
C22 3.54 1.96 -0.76
S3 3.24 1.61 0.91
S4 3.04 0.82 -1.96
C23 -2.60 -2.16 2.77
S5 -2.15 -0.70 1.84
C24 -3.60 -0.77 0.76
O2 -1.06 -1.17 0.92
H15 -2.81 -2.96 2.06
H16 -3.48 -1.94 3.39
H17 -1.73 -2.41 3.39
H18 -4.49 -0.46 1.32
H19 -3.73 -1.77 0.34
H20 -3.41 -0.05 -0.04
F1 1.24 -5.88 -4.51
C25 0.20 -5.45 -3.76
F2 -0.73 -4.99 -4.63
F3 -0.32 -6.53 -3.15
C26 0.62 -4.39 -2.80
C27 0.29 -4.47 -1.46
C28 0.69 -3.43 -0.63
N4 1.37 -2.37 -1.07
C29 1.69 -2.31 -2.36
C30 1.33 -3.30 -3.26
H21 -0.25 -5.32 -1.07
H22 0.46 -3.44 0.44
H23 2.26 -1.43 -2.66
H24 1.60 -3.22 -4.31

Computed properties:
energy relative to the best compared isomer or geometry (same formula, charge and spin)	1.613	eV
E	-117247.3551	eV
charge	-2

C30H24ClF3N4O2S5Sr as an isolated structure in a non-equilibrium geometry, computed with ωB97M-V/def2-TZVPD.

Geometry (Å):
Sr1 0.73 -0.21 1.10
Cl1 -4.70 -0.60 6.36
C1 -3.39 -0.84 5.22
C2 -2.11 -1.13 5.71
C3 -1.07 -1.35 4.84
C4 -1.24 -1.28 3.42
O1 -0.30 -1.56 2.62
C5 -2.55 -0.92 2.96
C6 -2.88 -0.78 1.56
N1 -2.04 -0.64 0.60
C7 -2.54 -0.52 -0.70
C8 -3.73 0.08 -1.04
C9 -4.13 0.19 -2.39
C10 -3.34 -0.27 -3.40
C11 -2.09 -0.86 -3.09
C12 -1.20 -1.31 -4.10
C13 0.01 -1.82 -3.74
C14 0.35 -1.86 -2.36
N2 -0.44 -1.44 -1.41
C15 -1.67 -0.97 -1.75
C16 -3.60 -0.74 3.88
H1 -1.94 -1.18 6.78
H2 -0.08 -1.57 5.20
H3 -3.96 -0.81 1.34
H4 -4.35 0.50 -0.27
H5 -5.07 0.68 -2.62
H6 -3.64 -0.17 -4.44
H7 -1.49 -1.23 -5.14
H8 0.73 -2.17 -4.47
H9 1.32 -2.24 -2.05
H10 -4.59 -0.50 3.50
S1 2.62 -3.29 0.45
C17 3.29 -2.09 -0.60
C18 4.19 -2.42 -1.64
C19 4.64 -1.46 -2.51
C20 4.23 -0.13 -2.34
C21 3.37 0.13 -1.29
N3 2.91 -0.80 -0.45
H11 4.49 -3.46 -1.74
H12 5.32 -1.73 -3.31
H13 4.56 0.66 -2.99
H14 3.02 1.14 -1.08
S2 0.27 5.01 1.57
C22 0.62 3.35 1.60
S3 2.05 2.68 0.88
S4 -0.48 2.23 2.41
C23 4.42 -0.25 4.34
S5 3.64 -1.17 3.02
C24 2.98 -2.52 3.99
O2 2.45 -0.34 2.69
H15 3.65 0.04 5.05
H16 4.85 0.64 3.89
H17 5.20 -0.85 4.80
H18 3.70 -3.34 4.00
H19 2.09 -2.83 3.44
H20 2.73 -2.19 4.99
F1 -3.08 4.56 -4.06
C25 -1.95 3.92 -4.41
F2 -2.27 3.11 -5.45
F3 -1.11 4.85 -4.92
C26 -1.33 3.15 -3.28
C27 -0.25 2.32 -3.54
C28 0.28 1.60 -2.49
N4 -0.20 1.65 -1.25
C29 -1.21 2.48 -1.00
C30 -1.81 3.25 -1.99
H21 0.17 2.22 -4.54
H22 1.12 0.94 -2.66
H23 -1.53 2.52 0.04
H24 -2.64 3.90 -1.74

Computed properties:
energy relative to the best compared isomer or geometry (same formula, charge and spin)	0.798	eV
E	-117248.1696	eV
charge	-2

C30H25BClIN4O4Zr as an isolated structure, computed with ωB97M-V/def2-TZVPD.

Geometry (Å):
Zr1 0.47 -0.20 0.89
O1 1.88 -3.65 2.56
Cl1 1.34 -2.40 2.22
O2 1.26 -1.44 3.29
O3 2.12 -1.72 1.13
O4 -0.01 -2.48 1.64
B1 -1.47 2.64 1.79
N1 -1.25 2.43 0.26
C1 -1.74 3.20 -0.70
C2 -1.13 2.88 -1.90
C3 -0.27 1.85 -1.58
N2 -0.32 1.58 -0.27
N3 -1.93 1.29 2.43
C4 -2.89 1.15 3.33
C5 -2.86 -0.13 3.85
C6 -1.79 -0.73 3.22
N4 -1.23 0.12 2.34
H1 -2.37 3.43 1.92
H2 -0.44 2.99 2.31
H3 -2.48 3.95 -0.45
H4 -1.30 3.31 -2.87
H5 0.37 1.27 -2.22
H6 -3.54 1.99 3.53
H7 -3.51 -0.56 4.59
H8 -1.43 -1.74 3.31
I1 2.86 0.26 -1.23
C7 3.72 1.73 -0.07
C8 4.79 2.42 -0.56
C9 5.43 3.38 0.25
C10 4.97 3.60 1.51
C11 3.86 2.88 2.03
C12 3.43 3.11 3.36
C13 2.37 2.42 3.86
C14 1.68 1.50 3.04
C15 2.02 1.24 1.73
C16 3.18 1.94 1.23
H9 5.16 2.22 -1.56
H10 6.27 3.93 -0.14
H11 5.46 4.32 2.16
H12 3.97 3.82 3.97
H13 2.04 2.58 4.88
H14 0.82 1.02 3.49
C17 -0.70 -4.99 -4.76
C18 0.57 -4.43 -4.76
C19 0.94 -3.55 -3.75
C20 0.06 -3.20 -2.74
C21 -1.21 -3.79 -2.73
C22 -1.58 -4.67 -3.73
C23 0.53 -2.26 -1.69
C24 -0.17 -1.37 -0.97
C25 -1.63 -1.13 -1.20
C26 -2.09 -0.56 -2.39
C27 -3.43 -0.26 -2.56
C28 -4.35 -0.51 -1.54
C29 -3.90 -1.08 -0.36
C30 -2.56 -1.39 -0.20
H15 -1.00 -5.67 -5.54
H16 1.27 -4.68 -5.55
H17 1.94 -3.13 -3.76
H18 -1.89 -3.58 -1.92
H19 -2.56 -5.13 -3.70
H20 1.60 -2.33 -1.51
H21 -1.39 -0.38 -3.19
H22 -3.77 0.18 -3.49
H23 -5.39 -0.26 -1.67
H24 -4.60 -1.31 0.44
H25 -2.24 -1.89 0.71

Computed properties:
energy relative to the best compared isomer or geometry (same formula, charge and spin)	0.609	eV
E	-68240.5763	eV

Gap between HOMO and LUMO values, unit eV, following the record order: 6.1, 4.1, 4.5, 7.8.
Lowest unoccupied orbital energy values, unit eV, following the record order: 3.79, 3.61, 3.97, -0.23.